Density functional theory data (the ωB97M-V functional and the def2-TZVPD basis) for a gas-phase ion, C5H12NO (charge +1).

Structure (XYZ):
```
19
Properties=species:S:1:pos:R:3:forces:R:3:lowdin_charge:R:1
C 1.07165 -0.16666 0.46047 0.27 2.52 -2.14 -0.320
C -0.41973 -0.40335 0.30645 1.63 -0.25 -1.33 -0.171
C 1.75441 -0.36490 -0.95347 -1.04 1.78 -1.70 -0.003
C -0.77704 -1.82178 0.51216 -1.11 1.35 2.77 0.034
C -1.55704 1.81393 -0.25865 1.53 2.58 0.24 0.000
N -1.34070 0.35462 -0.18823 -0.52 1.38 1.38 0.119
O 1.41121 1.12990 0.94504 -3.35 -0.57 -1.21 0.017
H 1.40657 -0.95449 1.04214 0.78 -1.29 1.66 0.120
H 1.75161 0.67911 -1.54094 0.10 -2.26 1.55 0.142
H 1.24258 -1.06267 -1.65337 0.12 0.25 0.70 0.089
H 2.77036 -0.73831 -0.84923 0.04 0.24 0.20 0.081
H -0.69304 -1.92149 1.64435 -0.38 0.02 -1.02 0.155
H -0.13297 -2.57857 0.18678 1.05 -0.81 -1.08 0.094
H -1.80841 -1.93996 0.24152 -0.40 -0.76 -0.17 0.095
H -0.68569 2.39912 0.14829 -0.93 -1.05 0.47 0.111
H -1.48665 2.22384 -1.24345 -0.08 -0.72 -1.35 0.081
H -2.53301 2.29750 0.06104 1.01 -1.69 0.42 0.131
H -2.20229 -0.13499 -0.22389 -1.04 -0.44 -0.47 0.143
H 2.22820 1.18915 1.36297 2.33 -0.29 1.10 0.078
```
Positions in Å, forces in eV/Å.

Results
total charge = +1
energy above the lowest of the compared OMol25 structures with the same formula, charge and spin = 33.20 kcal/mol
LUMO energy = -4.4 eV
HOMO-LUMO gap = 10.602 eV
maximum force = 3.61 eV/Å
E_HOMO = -14.967 eV
SMILES string = C/[NH+]=C(/C)[C@@H](C)O

***

Density functional theory data (the ωB97M-V functional and the def2-TZVPD basis) for a molecular structure, C45H35BiGeN4S3.

Structure (XYZ):
```
89
Properties=species:S:1:pos:R:3:forces:R:3:lowdin_charge:R:1
Bi -0.06374 1.07569 -0.06445 0.19 0.00 0.06 1.402
C -0.24890 3.59052 -4.29933 0.00 -0.03 0.02 -0.030
C 1.06905 3.83968 -4.64151 -0.05 0.02 -0.08 -0.036
C 2.06568 3.58913 -3.71446 0.01 0.05 0.02 0.004
C 1.71408 3.08486 -2.47032 0.15 -0.11 0.18 -0.223
N 0.44287 2.83921 -2.13991 -0.21 0.02 -0.30 0.028
C -0.51287 3.09213 -3.03296 -0.05 0.09 0.01 -0.118
C 2.72535 2.77465 -1.41342 -0.19 0.05 -0.20 -0.234
C 4.09067 2.70524 -1.65067 0.11 -0.04 -0.06 0.012
C 4.93225 2.34269 -0.61345 0.01 0.00 0.04 -0.016
C 4.40144 2.09906 0.64382 0.02 0.02 0.02 0.011
C 3.03068 2.23323 0.80257 -0.08 -0.03 0.17 -0.229
N 2.22439 2.54021 -0.20817 -0.07 -0.05 0.35 0.048
C 2.34476 2.08754 2.12150 -0.12 0.00 -0.18 -0.199
C 2.96594 2.45143 3.30472 0.07 0.00 0.01 0.009
C 2.24307 2.41649 4.48518 0.04 0.00 0.06 -0.028
C 0.91552 2.02583 4.45234 -0.02 0.00 0.07 -0.023
C 0.36391 1.66911 3.23745 0.06 -0.10 -0.22 -0.160
N 1.06466 1.68680 2.09731 0.16 0.14 0.12 -0.039
H -1.05876 3.77092 -4.99329 0.02 0.01 0.04 0.116
H 1.32188 4.23267 -5.61764 -0.01 -0.01 0.01 0.119
H 3.09337 3.81126 -3.95909 0.04 -0.04 0.03 0.112
H -1.53104 2.88444 -2.71791 0.19 0.05 -0.10 0.098
H 4.49823 2.88909 -2.63285 -0.02 0.01 -0.03 0.114
H 5.99668 2.24359 -0.78662 -0.05 0.00 0.01 0.122
H 5.02977 1.79611 1.47092 -0.01 0.02 -0.04 0.122
H 3.99065 2.79585 3.29148 -0.01 -0.01 0.01 0.121
H 2.70840 2.70826 5.41824 -0.01 0.00 -0.03 0.122
H 0.30799 1.99476 5.34617 0.01 0.01 -0.02 0.122
H -0.66713 1.34114 3.16723 0.00 0.03 -0.02 0.081
S -1.78049 2.97757 0.86614 -0.12 0.06 -0.09 0.537
C -2.77556 2.27569 -0.35889 0.03 0.00 0.06 -1.172
N -2.30972 1.35345 -1.15997 0.12 -0.24 -0.27 -0.179
C -3.23371 0.96136 -2.12945 0.14 -0.09 0.17 -0.338
C -3.00966 0.03905 -3.14840 0.06 -0.05 0.02 -0.016
C -4.04277 -0.23101 -4.02521 -0.01 0.01 0.03 -0.061
C -5.28416 0.40256 -3.89513 0.02 0.01 -0.01 -0.072
C -5.51113 1.32387 -2.88925 -0.01 0.00 0.00 -0.075
C -4.46853 1.59714 -2.00952 -0.07 0.08 0.03 -0.458
S -4.42267 2.71160 -0.66880 -0.11 0.12 0.05 1.067
H -2.04375 -0.44620 -3.24231 -0.11 0.02 0.01 0.091
H -3.89173 -0.94835 -4.82206 0.00 0.02 0.02 0.109
H -6.07772 0.17305 -4.59417 0.02 0.00 0.02 0.110
H -6.46968 1.81751 -2.79251 0.03 -0.02 0.00 0.114
S 1.79828 -0.51385 -1.20873 0.16 0.23 -0.08 0.558
C 1.00392 -1.17548 -2.64737 -0.23 -0.02 0.08 -0.662
C 0.59416 -0.36482 -3.70797 0.05 -0.06 0.01 -0.133
C -0.00573 -0.92659 -4.82642 0.07 -0.05 -0.02 -0.099
C -0.18553 -2.30216 -4.90960 -0.01 0.06 -0.02 -0.085
C 0.23028 -3.11315 -3.86189 -0.01 0.00 0.09 -0.072
C 0.80955 -2.55597 -2.72926 -0.05 0.02 -0.10 -0.121
H 0.74725 0.70525 -3.65552 0.04 0.00 -0.01 0.078
H -0.32460 -0.28630 -5.64073 0.01 -0.02 0.02 0.110
H -0.63911 -2.73990 -5.78958 0.00 0.01 0.02 0.106
H 0.09493 -4.18685 -3.92003 0.02 0.04 -0.01 0.108
H 1.12454 -3.18414 -1.90583 0.01 0.02 -0.03 0.084
C -2.34450 -1.86151 -0.16463 -0.09 0.13 -0.21 -0.226
Ge -1.07415 -1.22486 1.17306 -0.33 -0.68 0.19 0.835
C -2.06522 -0.95676 2.82091 -0.04 0.19 0.14 -0.341
C -3.08591 -0.00546 2.90029 -0.03 -0.05 0.09 -0.128
C -3.84131 0.12639 4.05878 0.05 -0.01 -0.05 -0.073
C -3.58542 -0.69500 5.15028 0.01 0.00 -0.03 -0.077
C -2.57874 -1.64859 5.08001 0.02 -0.01 -0.04 -0.072
C -1.81930 -1.77833 3.92231 -0.02 0.08 0.07 -0.102
C 0.26309 -2.63198 1.37439 0.25 0.10 0.04 -0.273
C 0.12463 -3.71854 0.55018 0.09 -0.10 -0.03 -0.122
C 1.08201 -4.76231 0.52963 -0.12 0.03 -0.04 -0.068
C 2.18807 -4.68884 1.31922 0.05 0.03 0.06 -0.018
C 2.37055 -3.59364 2.20364 0.02 -0.01 0.00 -0.156
C 3.50635 -3.51699 3.05040 -0.04 -0.04 -0.05 -0.027
C 3.66117 -2.48302 3.92679 -0.07 0.09 0.03 -0.072
C 2.67076 -1.47672 4.00716 0.07 -0.08 -0.01 -0.068
C 1.57598 -1.52362 3.19170 -0.03 -0.07 -0.08 -0.058
C 1.39348 -2.56858 2.25100 0.03 -0.01 -0.01 -0.182
H -2.76530 -2.80106 0.20099 0.01 0.04 -0.01 0.042
H -1.87398 -2.02997 -1.13625 -0.04 0.02 0.05 0.016
H -3.15580 -1.14341 -0.28491 0.01 -0.05 0.00 0.017
H -3.29995 0.64101 2.05540 0.02 0.00 0.01 0.073
H -4.63053 0.86669 4.10814 0.02 -0.02 0.00 0.108
H -4.17639 -0.59634 6.05251 0.02 0.00 -0.02 0.107
H -2.38485 -2.29621 5.92622 0.00 0.01 -0.02 0.108
H -1.03559 -2.52748 3.88045 -0.03 0.02 0.00 0.099
H -0.72251 -3.78919 -0.12134 0.05 -0.03 0.01 0.085
H 0.93386 -5.61148 -0.12762 0.00 0.05 0.02 0.111
H 2.93768 -5.47217 1.29428 -0.02 0.04 0.01 0.118
H 4.24777 -4.30681 2.99680 -0.03 0.03 -0.01 0.117
H 4.52745 -2.44184 4.57517 -0.03 0.00 -0.02 0.106
H 2.77182 -0.67954 4.73463 0.00 -0.01 -0.03 0.098
H 0.79925 -0.77878 3.28998 -0.01 0.06 0.00 0.064
```
Positions in Å, forces in eV/Å.

Results
total charge = +1
energy above the lowest of the compared OMol25 structures with the same formula, charge and spin = 2.30 kcal/mol
LUMO energy (alpha / beta) = -2.9 / -4.9 eV
HOMO-LUMO gap (alpha / beta) = 6.817 / 5.061 eV
⟨S²⟩ = 0.7624
maximum force = 0.78 eV/Å
2S+1 = 2
E_HOMO (alpha / beta) = -9.714 / -9.938 eV

***

Density functional theory data (the ωB97M-V functional and the def2-TZVPD basis) for C5H9NO in the gas phase.

Structure (XYZ):
```
16
Properties=species:S:1:pos:R:3:forces:R:3:lowdin_charge:R:1
N 2.70499 0.90268 0.28792 -0.38 -0.04 -0.15 0.158
C 1.55262 0.47914 -0.06359 0.30 -0.08 0.07 -0.592
C 1.54690 -0.96361 -0.21001 0.01 0.07 0.06 0.163
C -0.90049 -1.34493 0.19828 -0.12 0.14 0.16 -0.093
C -1.47078 -0.07825 -0.41492 0.00 0.03 -0.03 -0.215
C -0.71772 1.17535 0.00572 -0.22 0.01 0.07 -0.192
O 0.58527 1.29046 -0.57262 0.10 -0.01 0.03 -0.047
H 2.84608 1.86156 -0.03573 0.01 -0.04 0.06 0.071
H 0.11919 -1.55007 -0.27844 0.05 -0.02 0.04 0.010
H 1.89777 -1.43336 0.71888 -0.15 0.03 -0.09 0.051
H -0.83777 -1.29250 1.28925 0.06 -0.01 -0.19 0.095
H -1.47084 -2.23635 -0.08009 0.15 0.07 0.00 0.094
H -1.45689 -0.15197 -1.50980 -0.03 0.04 0.18 0.124
H -2.51726 0.04276 -0.10726 0.12 -0.02 -0.04 0.116
H -0.63628 1.22770 1.10273 0.01 -0.03 -0.18 0.132
H -1.24477 2.07138 -0.33033 0.06 -0.14 0.02 0.125
```
Positions in Å, forces in eV/Å.

Results
energy above the lowest of the compared OMol25 structures with the same formula, charge and spin = 120.54 kcal/mol
LUMO energy = -0.2 eV
HOMO-LUMO gap = 8.505 eV
maximum force = 0.41 eV/Å
E_HOMO = -8.723 eV

***

Summary of calculated total energy in hartree
-327.4067, -5440.7984, -325.7455
(order as listed above)